No. 1
This record from the Open Molecules 2025 dataset describes 2 unconnected molecules or ions with the total composition C6H12BrClSi in a non-equilibrium geometry. The level of theory is wB97M-V/def2-TZVPD.

E_tot = -3559.4397 Eh
Structure (SMILES) = C/C=[Si](/Cl)CC.C=CBr
Orbital gap = 8.27 eV
E_LUMO = 0.6 eV

Geometry as ORCA input:
```
! wB97M-V def2-TZVPD RIJCOSX def2/J DEFGRID3
* xyz 0 1
C -1.524 0.481 -1.576
C -1.031 -0.815 -0.906
Si -0.384 -0.811 0.712
Cl 1.169 -2.035 1.225
C -0.775 0.329 2.178
C -2.181 0.494 2.780
H -0.832 0.586 -2.375
H -2.486 0.212 -1.933
H -1.420 1.332 -0.953
H -0.754 -1.656 -1.521
H -0.045 -0.189 2.811
H -0.381 1.295 1.849
H -2.125 0.450 3.819
H -2.765 1.314 2.334
H -2.808 -0.305 2.405
C 2.515 -0.225 -2.367
C 3.562 -0.099 -1.563
Br 3.402 0.656 0.217
H 1.477 0.122 -2.070
H 2.761 -0.808 -3.228
H 4.625 -0.328 -1.837
*
```

Results of the Löwdin charge analysis, in e, for atoms 1 through 8: C -0.182; C -0.369; Si 0.319; Cl 0.286; C -0.356; C -0.143; H 0.039; H 0.049

=====

No. 2
This record from the Open Molecules 2025 dataset describes 2 unconnected molecules or ions with the total composition C6H12BrNO4 in a non-equilibrium geometry. The level of theory is wB97M-V/def2-TZVPD.

E_tot = -3165.3439 Eh
Structure (SMILES) = C[C@@H](O)/C(Br)=[N+](\[O-])O.C=C(C)O
Orbital gap = 8.87 eV
E_LUMO = 0.5 eV

Geometry as ORCA input:
```
! wB97M-V def2-TZVPD RIJCOSX def2/J DEFGRID3
* xyz 0 1
C 2.700 1.115 1.159
C 1.091 0.860 1.231
O 0.371 1.938 1.027
C 0.901 -0.277 0.189
Br 1.210 -1.964 0.767
N 0.730 -0.018 -1.077
O 0.516 1.076 -1.609
O 0.850 -1.108 -1.936
H 3.139 0.178 0.961
H 2.826 1.850 0.306
H 3.114 1.519 2.000
H 0.749 0.541 2.278
H 0.601 2.470 0.298
H 0.492 -0.701 -2.819
C -1.822 -1.861 -0.995
C -1.697 -0.888 -0.075
C -2.170 0.519 -0.313
O -1.436 -1.229 1.193
H -2.041 -1.487 -2.023
H -1.786 -2.861 -0.730
H -2.468 0.626 -1.404
H -1.414 1.295 0.051
H -3.032 0.667 0.271
H -1.422 -2.260 1.247
*
```

Results of the Löwdin charge analysis, in e, for atoms 1 through 8: C 0.006; C -0.437; O -0.003; C -0.658; Br 1.005; N -0.357; O -0.015; O -0.016

=====

No. 3
This record from the Open Molecules 2025 dataset describes a molecular structure, C6H12CdO4 in a non-equilibrium geometry. The level of theory is wB97M-V/def2-TZVPD.

E_tot = -704.2606 Eh
Orbital gap = 7.28 eV
E_LUMO = -0.1 eV

Geometry as ORCA input:
```
! wB97M-V def2-TZVPD RIJCOSX def2/J DEFGRID3
* xyz 0 1
C -1.152 -1.318 -0.730
H -1.277 -1.323 -1.819
H -1.458 -0.463 -0.113
H -1.046 -2.320 -0.291
O -3.271 -1.711 -0.751
C -3.847 -2.698 -0.338
H -4.951 -2.709 -0.288
H -3.286 -3.527 0.132
O 0.607 -0.938 -0.786
C 1.419 -1.158 0.409
C 1.130 -0.067 1.405
O 1.803 1.144 0.931
C 1.043 2.258 0.475
C 1.875 2.913 -0.632
O 2.265 1.998 -1.603
Cd 2.341 0.214 -0.910
H 1.261 -2.161 0.839
H 1.547 -0.313 2.393
H 0.060 0.187 1.522
H 0.837 2.960 1.300
H 0.081 1.905 0.064
H 2.753 3.394 -0.151
H 1.265 3.735 -1.057
*
```

Results of the Löwdin charge analysis, in e, for atoms 1 through 8: C 0.056; H 0.084; H 0.073; H 0.075; O -0.069; C -0.058; H 0.093; H 0.094

=====

No. 4
This record from the Open Molecules 2025 dataset describes a molecular structure, C6H12Cl in a non-equilibrium geometry. The level of theory is wB97M-V/def2-TZVPD.

E_tot = -695.9337 Eh
Orbital gap (spin up / spin down) = 9.88 / 8.99 eV
E_LUMO (spin up / spin down) = 1.0 / -1.7 eV

Geometry as ORCA input:
```
! wB97M-V def2-TZVPD RIJCOSX def2/J DEFGRID3
* xyz 0 2
Cl 2.075 -2.985 0.000
H -0.574 -2.294 0.000
C -0.002 -1.318 0.000
C 0.007 -0.523 -1.292
C -0.479 0.951 -1.256
C 0.017 1.677 0.000
C -0.479 0.951 1.256
C 0.007 -0.523 1.292
H 1.018 -2.013 0.000
H 1.054 -0.511 -1.655
H -0.558 -1.081 -2.064
H -0.127 1.472 -2.160
H -1.574 0.974 -1.289
H 1.117 1.643 0.000
H -0.298 2.725 0.000
H -0.127 1.472 2.160
H -1.574 0.974 1.289
H -0.558 -1.081 2.064
H 1.054 -0.511 1.655
*
```

Results of the Löwdin charge analysis, in e, for atoms 1 through 8: Cl 0.247; H 0.130; C -0.258; C -0.187; C -0.199; C -0.212; C -0.199; C -0.187

=====

No. 5
This record from the Open Molecules 2025 dataset describes 6 unconnected molecules or ions with the total composition C6H12Cl12 in a non-equilibrium geometry. The level of theory is wB97M-V/def2-TZVPD.

E_tot = -5758.0797 Eh
Structure (SMILES) = ClCCl.ClCCl.ClCCl.ClCCl.ClCCl.ClCCl
Orbital gap = 10.89 eV
E_LUMO = 0.0 eV

Geometry as ORCA input:
```
! wB97M-V def2-TZVPD RIJCOSX def2/J DEFGRID3
* xyz 0 1
Cl -1.135 -4.165 -2.222
C -0.653 -4.474 -0.576
Cl 0.431 -3.191 -0.079
H -1.598 -4.410 -0.037
H -0.088 -5.403 -0.495
Cl -4.617 0.418 3.846
C -4.480 -0.479 2.343
Cl -5.638 0.086 1.083
H -3.486 -0.256 1.955
H -4.567 -1.560 2.456
Cl 1.275 0.665 1.068
C -0.040 0.241 -0.137
Cl -0.122 1.558 -1.386
H 0.212 -0.723 -0.580
H -1.014 0.160 0.346
Cl 5.902 -1.081 2.500
C 4.443 -1.605 1.642
Cl 4.581 -1.426 -0.121
H 4.214 -2.663 1.769
H 3.606 -0.937 1.844
Cl 0.026 4.064 2.775
C -0.762 3.735 1.269
Cl -2.171 2.667 1.489
H -1.106 4.639 0.766
H -0.038 3.218 0.640
Cl 2.701 2.610 -3.478
C 1.241 2.177 -4.393
Cl 1.529 1.597 -6.029
H 0.668 1.423 -3.854
H 0.687 3.116 -4.407
*
```

Results of the Löwdin charge analysis, in e, for atoms 1 through 8: Cl 0.525; C -1.034; Cl 0.547; H 0.026; H 0.034; Cl 0.517; C -1.025; Cl 0.470

=====

No. 6
This record from the Open Molecules 2025 dataset describes 6 unconnected molecules or ions with the total composition C6H12Cl12 in a non-equilibrium geometry. The level of theory is wB97M-V/def2-TZVPD.

E_tot = -5757.6792 Eh
Orbital gap (spin up / spin down) = 9.42 / 1.93 eV
E_LUMO (spin up / spin down) = -3.2 / -10.7 eV

Geometry as ORCA input:
```
! wB97M-V def2-TZVPD RIJCOSX def2/J DEFGRID3
* xyz 1 2
C -3.633 14.000 -31.019
Cl -2.209 13.136 -30.341
Cl -5.035 13.607 -29.973
H -3.504 15.082 -31.016
H -3.813 13.677 -32.044
C -0.113 15.560 -28.632
Cl -0.644 17.197 -28.229
Cl 1.634 15.538 -28.606
H -0.534 14.967 -27.820
H -0.510 15.270 -29.605
C -4.188 23.136 -31.544
Cl -3.550 23.617 -33.173
Cl -2.995 23.302 -30.191
H -5.024 23.789 -31.294
H -4.688 22.169 -31.606
C -4.554 14.495 -26.364
Cl -5.784 15.212 -25.278
Cl -2.989 14.871 -25.631
H -4.603 13.422 -26.554
H -4.634 15.056 -27.295
C -3.805 18.250 -29.210
Cl -4.492 19.421 -30.442
Cl -5.012 17.072 -28.724
H -2.997 17.644 -29.621
H -3.483 18.774 -28.310
C -3.264 21.689 -26.016
Cl -2.228 20.553 -26.895
Cl -3.042 23.306 -26.833
H -4.324 21.466 -26.139
H -2.977 21.720 -24.965
*
```

Results of the Löwdin charge analysis, in e, for atoms 1 through 8: C -0.946; Cl 0.511; Cl 0.492; H 0.013; H 0.035; C -1.044; Cl 0.505; Cl 0.550

=====

No. 7
This record from the Open Molecules 2025 dataset describes a molecular structure, C6H12Cl2OS in a non-equilibrium geometry. The level of theory is wB97M-V/def2-TZVPD.

E_tot = -1629.3472 Eh
Orbital gap (spin up / spin down) = 5.86 / 8.10 eV
E_LUMO (spin up / spin down) = 0.7 / -2.2 eV

Geometry as ORCA input:
```
! wB97M-V def2-TZVPD RIJCOSX def2/J DEFGRID3
* xyz 0 3
C -1.893 1.288 -0.531
C -0.420 0.447 1.872
C 2.944 -1.095 0.129
C -2.217 0.092 0.291
C -1.521 -0.129 1.643
C 1.145 0.441 -1.561
O 0.539 -1.935 -0.705
S 1.877 -1.275 -1.370
Cl 0.435 0.116 -3.270
Cl 2.424 1.678 -1.632
H -1.962 2.256 0.055
H -0.934 1.070 -1.112
H -2.546 1.428 -1.347
H 0.114 1.260 1.335
H -0.145 -1.261 -0.311
H 0.150 0.335 2.790
H 3.769 -0.421 -0.062
H 3.160 -2.209 0.327
H 2.405 -0.583 0.976
H -3.337 0.115 0.429
H -2.061 -0.797 -0.266
H -1.926 -0.822 2.320
*
```

Results of the Löwdin charge analysis, in e, for atoms 1 through 8: C -0.126; C -0.046; C -0.295; C -0.276; C -0.179; C -1.151; O -0.447; S 0.712

=====

No. 8
This record from the Open Molecules 2025 dataset describes 2 unconnected molecules or ions with the total composition C6H12Cl2OSi2 in a non-equilibrium geometry. The level of theory is wB97M-V/def2-TZVPD.

E_tot = -1810.4426 Eh
Orbital gap (spin up / spin down) = 8.31 / 7.88 eV
E_LUMO (spin up / spin down) = -0.6 / 0.0 eV

Geometry as ORCA input:
```
! wB97M-V def2-TZVPD RIJCOSX def2/J DEFGRID3
* xyz 0 1
C 2.115 2.322 -0.559
C 1.910 1.134 -0.404
C 2.246 3.770 -0.913
C 2.074 -1.407 3.165
C -2.740 -2.124 0.041
C -1.544 -0.461 -2.244
O -0.017 -1.124 0.007
Si 1.596 -0.692 0.100
Si -1.578 -0.706 -0.393
Cl 2.614 -1.988 -1.175
Cl -1.977 1.117 0.296
H 2.186 4.251 0.052
H 3.255 3.772 -1.536
H 1.331 4.172 -1.446
H 1.303 -1.008 3.736
H 2.013 -2.282 2.631
H 3.109 -1.277 3.586
H -3.583 -2.270 -0.732
H -2.225 -2.985 0.134
H -3.243 -2.089 1.073
H -2.556 -0.421 -2.851
H -1.150 0.424 -2.571
H -1.031 -1.152 -2.810
*
```

Results of the Löwdin charge analysis, in e, for atoms 1 through 8: C -0.195; C -0.148; C -0.108; C 0.058; C -0.173; C -0.197; O -0.424; Si 0.230

=====

No. 9
This record from the Open Molecules 2025 dataset describes 2 unconnected molecules or ions with the total composition C6H12Cl2Si in a non-equilibrium geometry. The level of theory is wB97M-V/def2-TZVPD.

E_tot = -1445.5739 Eh
Orbital gap (spin up / spin down) = 5.38 / 5.00 eV
E_LUMO (spin up / spin down) = -2.8 / -3.0 eV

Geometry as ORCA input:
```
! wB97M-V def2-TZVPD RIJCOSX def2/J DEFGRID3
* xyz 0 1
C -3.072 0.861 -1.546
C -1.838 0.372 -1.241
C 0.851 0.951 2.037
C -0.056 -1.790 0.623
C 1.690 0.365 -1.011
C -1.137 0.918 -0.222
Si 0.398 0.037 0.400
Cl -1.688 2.226 0.732
Cl -3.369 -1.280 1.007
H -3.798 0.303 -2.091
H -3.367 1.916 -1.342
H -1.364 -0.508 -1.687
H 0.605 1.957 2.003
H 0.316 0.618 2.911
H 1.841 0.940 2.410
H 0.156 -2.191 1.620
H -1.098 -1.993 0.783
H 0.234 -2.372 -0.232
H 2.667 -0.076 -0.777
H 1.426 -0.047 -1.953
H 2.062 1.452 -0.927
*
```

Results of the Löwdin charge analysis, in e, for atoms 1 through 8: C 0.128; C -0.294; C -0.185; C -0.196; C -0.169; C -0.668; Si 0.568; Cl 0.780